(1)
The following is a DFT calculation (ωB97M-V with the def2-TZVPD basis set) of C16H24N7O2S2Ta as an isolated structure.

The geometry in XYZ format:
```
52
Properties=species:S:1:pos:R:3:forces:R:3:lowdin_spin:R:1
Ta -0.516 -0.009 -0.082 0.0 0.2 -0.1 0.173
C 1.898 -3.524 -1.469 0.0 0.0 0.0 0.024
C 1.372 -2.181 -1.082 0.0 0.0 0.0 0.160
N 0.071 -1.902 -0.956 0.1 0.0 -0.1 0.108
N -0.761 -2.959 -1.300 0.0 0.2 0.1 -0.005
C -1.994 -2.613 -1.392 -0.1 0.0 0.0 0.021
N -2.940 -3.531 -1.704 0.0 0.0 0.0 0.019
S -2.548 -0.985 -1.069 0.0 0.0 0.1 -0.003
C 2.232 -1.090 -0.844 0.1 0.0 0.0 0.115
C 3.637 -1.139 -0.961 0.0 0.0 0.0 0.024
C 4.367 0.009 -0.851 0.0 0.0 0.0 0.078
C 3.697 1.232 -0.634 0.0 0.0 0.0 0.048
C 2.343 1.232 -0.489 0.0 0.0 0.0 0.049
N 1.599 0.090 -0.549 -0.3 0.1 0.0 0.107
H 1.102 -4.151 -1.851 0.0 0.0 0.0 0.000
H 2.340 -4.019 -0.600 0.0 0.0 0.0 0.009
H 2.675 -3.433 -2.228 0.0 0.0 0.0 0.005
H -2.638 -4.437 -2.019 0.0 0.0 0.0 0.000
H -3.867 -3.227 -1.938 0.0 0.0 0.0 0.001
H 4.118 -2.087 -1.151 0.0 0.0 0.0 0.000
H 5.444 -0.017 -0.946 0.0 0.0 0.0 0.003
H 4.237 2.166 -0.582 0.0 0.0 0.0 0.001
H 1.794 2.146 -0.314 0.0 0.0 0.0 0.002
O -0.476 1.640 -1.332 0.0 0.0 0.1 0.014
N -1.303 2.696 -1.351 0.2 -0.1 -0.2 0.002
C -1.003 3.671 -2.240 -0.1 0.0 0.0 0.001
C -1.801 4.772 -2.338 0.0 0.0 0.0 0.000
C -2.929 4.858 -1.510 0.0 0.0 0.0 0.001
C -3.205 3.855 -0.618 0.0 -0.1 0.0 0.000
C -2.363 2.734 -0.517 0.0 0.1 0.0 0.001
S -2.576 1.467 0.616 0.1 0.0 0.0 -0.002
H -0.123 3.480 -2.834 0.0 0.0 0.0 0.000
H -1.555 5.542 -3.052 0.0 0.0 0.0 0.000
H -3.583 5.718 -1.573 0.0 0.0 0.0 0.000
H -4.064 3.897 0.035 0.0 0.0 0.0 0.000
C -0.731 -1.497 3.879 0.0 0.0 0.1 0.000
C -0.785 -1.975 2.443 -0.1 0.2 0.0 0.004
C 0.221 -3.067 2.148 0.0 0.0 0.0 0.002
O -0.556 -0.830 1.593 -0.1 -0.5 0.3 0.035
H -0.964 -2.318 4.558 0.0 0.0 0.0 0.000
H -1.455 -0.700 4.053 0.0 0.0 0.0 0.000
H 0.267 -1.127 4.122 0.0 0.0 0.0 0.000
H -1.793 -2.328 2.208 0.0 0.0 0.0 0.000
H 1.239 -2.698 2.290 0.0 0.0 0.0 0.000
H 0.108 -3.446 1.135 0.0 0.0 0.0 0.000
H 0.061 -3.898 2.836 0.0 0.0 0.0 0.000
N 0.361 3.005 1.353 0.1 0.0 0.0 0.000
N 0.313 1.589 1.569 0.0 -0.2 0.0 0.000
H 0.645 3.470 2.210 0.0 0.0 0.0 0.000
H -0.592 3.296 1.169 0.0 0.0 0.0 0.000
H -0.274 1.344 2.365 0.0 0.0 0.0 0.000
H 1.254 1.276 1.795 0.0 0.0 0.0 0.001
```
Forces are in eV/Å.

Values from the calculation:
ΔE to the lowest compared entry with this formula, charge and spin, kcal/mol: 3.4
Charge: +1
E, Ha: -2011.1608
Spin multiplicity: 2
⟨S²⟩: 0.761
LUMO energy (alpha / beta), eV: -2.8934 / -3.5998



(2)
The following is a DFT calculation (ωB97M-V with the def2-TZVPD basis set) of C16H24N7RuS2 as an isolated structure.

The geometry in XYZ format:
```
50
Properties=species:S:1:pos:R:3:forces:R:3:lowdin_spin:R:1
Ru 0.305 -0.745 -0.459 -0.2 0.9 0.2 2.978
C -3.618 -3.423 2.469 0.0 -0.4 0.3 0.002
C -3.577 -2.298 1.534 -0.1 0.4 -0.3 0.008
N -4.599 -1.603 1.145 -0.9 -0.8 0.8 0.014
N -4.169 -0.669 0.303 1.5 0.1 -0.4 0.028
C -2.846 -0.738 0.134 -0.2 -0.3 0.3 0.039
S -1.879 0.303 -0.799 0.8 0.1 -0.2 0.294
N -2.436 -1.788 0.913 -0.8 0.5 -0.4 0.013
N -1.106 -2.215 1.010 0.4 -0.3 0.0 0.048
H -4.630 -3.499 2.860 0.0 0.0 0.0 0.000
H -2.928 -3.296 3.302 0.0 0.1 0.1 0.000
H -3.374 -4.364 1.976 0.0 -0.1 -0.1 0.000
H -4.828 -0.024 -0.128 0.1 -0.1 0.1 0.001
H -1.027 -3.182 0.665 -0.2 0.3 0.1 0.001
H -0.826 -2.247 1.999 -0.1 0.2 -0.3 0.002
C 1.288 -0.648 -2.326 0.4 -0.3 -0.7 -0.025
C 0.869 -2.024 -2.368 -0.3 -0.1 0.2 0.026
C -0.433 -2.365 -2.850 -0.1 -0.2 -0.3 0.018
C -0.792 -3.683 -3.034 0.0 0.3 0.1 0.012
C 0.134 -4.703 -2.755 0.0 0.5 0.2 0.027
C 1.409 -4.398 -2.251 0.2 0.3 0.1 0.006
C 1.769 -3.083 -2.039 0.0 -0.3 -0.1 0.029
C -0.251 -6.052 -2.965 0.2 0.4 0.0 0.003
N -0.610 -7.128 -3.107 -0.2 -0.8 -0.1 0.019
H 0.762 0.060 -2.977 0.0 0.0 0.4 0.009
H 2.366 -0.489 -2.273 -0.3 0.2 0.2 0.004
H -1.104 -1.575 -3.178 0.0 -0.1 0.1 0.000
H -1.762 -3.943 -3.432 0.0 0.0 -0.1 0.000
H 2.112 -5.197 -2.061 0.0 0.0 0.0 0.000
H 2.770 -2.850 -1.688 -0.1 0.0 0.0 0.001
C 2.940 5.268 -0.558 -0.1 -0.1 -0.1 0.001
C 3.089 4.378 0.666 0.4 1.0 0.2 0.003
N 2.763 2.981 0.402 0.0 -0.7 -0.2 0.019
C 1.764 2.222 0.800 -0.3 0.3 -0.1 0.053
S 2.029 0.479 0.583 -0.1 -0.8 -0.3 0.342
N 0.626 2.585 1.359 -0.1 -0.5 0.1 0.018
C 0.068 3.902 1.661 -0.1 0.6 0.4 0.003
C 0.303 4.308 3.112 0.0 0.1 -0.2 0.001
H 3.115 6.297 -0.251 -0.1 0.0 -0.1 0.000
H 1.949 5.183 -1.000 -0.1 0.1 0.0 0.000
H 3.666 5.035 -1.336 0.1 -0.1 0.1 0.000
H 2.505 4.751 1.506 0.0 -0.2 -0.1 0.000
H 4.141 4.407 0.971 -0.2 -0.2 0.1 0.001
H 3.473 2.515 -0.155 -0.2 -0.1 0.2 0.003
H 0.067 1.821 1.726 0.3 0.2 -0.1 0.000
H -1.008 3.830 1.489 0.1 0.0 -0.2 0.001
H 0.467 4.636 0.966 0.0 0.0 -0.1 0.000
H -0.068 3.554 3.802 0.0 -0.1 0.0 0.000
H -0.236 5.230 3.314 0.0 0.1 0.0 0.000
H 1.356 4.479 3.322 0.1 0.0 0.1 0.000
```
Forces are in eV/Å.

Values from the calculation:
ΔE to the lowest compared entry with this formula, charge and spin, kcal/mol: 0.0
Charge: +3
E, Ha: -1897.5489
Spin multiplicity: 5
⟨S²⟩: 6.040
LUMO energy (alpha / beta), eV: -11.3677 / -12.4898



(3)
The following is a DFT calculation (ωB97M-V with the def2-TZVPD basis set) of C16H24NO2Pb as an isolated structure.

The geometry in XYZ format:
```
44
Properties=species:S:1:pos:R:3:forces:R:3:nbo_charge:R:1
C -0.838 1.286 -3.320 -0.1 -0.5 1.4 0.659
C -0.243 2.567 -2.892 0.5 -0.2 0.6 -0.771
C 0.026 0.165 -3.719 0.8 0.5 0.1 -0.779
C -2.259 1.033 -3.012 -0.1 -0.7 0.1 -0.771
H -0.112 -0.138 -4.770 -0.2 0.1 0.2 0.312
H -0.223 -0.720 -3.112 -0.3 0.1 0.0 0.320
H 1.086 0.402 -3.528 -0.4 -0.1 -0.3 0.267
H -0.294 3.308 -3.699 -0.1 0.0 -0.1 0.311
H 0.820 2.427 -2.636 -0.3 0.0 -0.3 0.282
H -0.744 2.973 -1.990 0.0 -0.1 -0.7 0.283
H -2.949 1.495 -3.733 0.2 0.2 0.0 0.307
H -2.487 1.465 -2.025 0.1 0.1 -0.3 0.296
H -2.480 -0.045 -2.959 0.1 0.4 -0.2 0.272
C 2.629 -0.513 1.128 -0.1 0.3 -0.4 -0.407
C 2.787 -0.673 -0.285 0.0 0.6 0.6 -0.318
C 2.858 0.624 -0.871 -0.2 -0.3 0.5 -0.325
H 2.952 -1.616 -0.807 -0.2 0.3 0.2 0.227
C 2.731 1.600 0.162 0.0 -0.4 -0.1 -0.340
C 2.596 0.915 1.396 -0.3 -0.5 -0.2 -0.398
H 2.579 1.370 2.388 0.0 -0.1 -0.3 0.230
H 2.647 -1.309 1.888 0.0 0.5 -0.5 0.239
H 3.098 0.813 -1.925 -0.2 0.0 0.5 0.206
H 2.835 2.682 0.049 -0.1 -0.4 0.0 0.222
C -2.030 -1.911 1.319 0.1 0.1 -0.5 -0.369
C -0.717 -2.493 1.222 0.1 0.3 -0.4 -0.424
C -0.458 -2.749 -0.164 -0.4 0.1 0.3 -0.325
H -0.080 -2.786 2.064 -0.3 0.0 -0.4 0.235
C -1.594 -2.337 -0.907 0.3 0.1 0.5 -0.337
C -2.557 -1.815 0.004 0.4 0.0 0.3 -0.337
H -3.560 -1.486 -0.245 0.1 0.0 0.0 0.213
H -2.569 -1.692 2.246 0.3 -0.1 -0.4 0.215
H 0.414 -3.272 -0.562 -0.3 0.3 0.2 0.228
H -1.740 -2.504 -1.979 0.0 0.1 0.4 0.204
Pb -0.028 0.156 0.829 0.9 -1.3 -1.3 1.267
N -2.310 1.848 4.660 -1.2 0.9 0.4 -0.688
C -2.474 2.705 3.451 -0.1 0.5 -0.5 -0.343
C -1.662 2.007 2.388 1.0 -1.3 -2.4 0.754
O -1.730 2.274 1.158 -0.3 0.2 2.6 -0.668
O -0.928 1.055 2.878 -0.4 1.0 -0.1 -0.823
H -3.134 1.236 4.648 0.6 -0.3 0.4 0.441
H -2.331 2.412 5.509 0.1 -0.2 0.1 0.437
H -1.416 1.319 4.495 -0.3 -0.1 -0.2 0.490
H -3.522 2.771 3.160 0.1 -0.1 0.1 0.250
H -2.109 3.722 3.600 0.1 -0.2 0.2 0.256
```
Forces are in eV/Å.

Values from the calculation:
Charge: +1
E, Ha: -1021.7855
LUMO energy, eV: -5.4403



(4)
The following is a DFT calculation (ωB97M-V with the def2-TZVPD basis set) of C16H24NORu as an isolated structure.

The geometry in XYZ format:
```
43
Properties=species:S:1:pos:R:3:forces:R:3:lowdin_spin:R:1
C -0.740 1.266 -3.422 0.6 -0.1 1.0 0.597
C -0.050 2.398 -2.742 -0.1 0.5 -0.1 0.085
C 0.114 0.145 -3.856 0.2 -0.6 -0.5 0.095
C -2.078 0.911 -2.897 -0.8 0.1 -0.2 0.082
H -0.310 -0.356 -4.741 0.2 -0.1 0.3 0.016
H 0.196 -0.614 -3.041 0.0 0.3 -0.4 0.032
H 1.123 0.485 -4.113 -0.1 -0.1 0.0 0.000
H -0.310 3.364 -3.207 0.1 -0.1 0.3 0.024
H 1.039 2.282 -2.770 -0.1 0.2 -0.1 0.001
H -0.356 2.450 -1.684 0.1 0.1 -0.1 0.018
H -2.886 1.436 -3.442 0.2 -0.2 0.3 0.024
H -2.168 1.184 -1.833 -0.1 0.0 -0.2 0.016
H -2.260 -0.167 -2.981 -0.1 0.2 -0.1 0.002
C 2.526 -0.766 1.067 2.7 0.8 0.1 0.027
C 2.464 -1.022 -0.373 0.8 0.2 0.7 -0.006
C 2.384 0.236 -1.054 0.1 0.3 0.0 0.202
H 2.669 -1.985 -0.843 0.0 0.5 0.2 -0.001
C 2.195 1.257 -0.098 -0.1 -1.1 0.4 0.035
C 2.223 0.669 1.213 1.9 -0.5 -0.4 0.157
H 2.202 1.197 2.156 0.0 0.1 -0.3 0.011
H 2.949 -1.423 1.808 0.1 -0.1 0.1 0.005
H 2.569 0.365 -2.122 -0.5 0.0 0.4 0.010
H 2.086 2.317 -0.292 -0.2 -0.2 -0.1 0.000
C -1.490 -1.510 1.225 0.1 -1.4 -0.2 0.184
C -0.326 -2.387 1.246 -1.0 -1.1 -0.6 0.015
C 0.063 -2.558 -0.165 -0.8 -0.6 1.2 0.010
H 0.083 -2.945 2.072 -0.1 0.0 0.1 0.007
C -0.996 -2.009 -0.978 -0.6 -0.3 0.0 0.212
C -1.928 -1.379 -0.137 0.7 0.0 0.2 0.047
H -2.869 -0.914 -0.441 0.5 0.0 0.0 0.000
H -2.005 -1.135 2.105 0.1 -0.2 -0.4 0.011
H 0.861 -3.206 -0.511 -0.4 0.0 0.1 0.000
H -1.116 -2.231 -2.043 0.1 0.5 0.5 0.011
Ru 0.627 -0.705 0.717 -3.4 2.8 -2.0 1.942
C -1.780 0.778 4.233 -0.2 0.9 -0.2 0.004
C -0.500 0.678 3.463 0.2 0.2 -1.4 0.020
N 0.565 0.234 4.153 -0.1 0.0 0.0 0.007
O -0.438 0.952 2.234 -0.2 -0.5 1.6 0.092
H -1.574 1.091 5.260 -0.2 -0.1 -0.1 0.000
H -2.304 -0.179 4.236 0.1 0.0 0.0 0.001
H -2.418 1.526 3.732 0.2 -0.4 0.3 0.000
H 1.473 0.168 3.714 -0.2 0.0 0.2 0.003
H 0.489 0.102 5.152 0.2 0.0 -0.2 0.000
```
Forces are in eV/Å.

Values from the calculation:
Charge: +1
E, Ha: -848.5296
Spin multiplicity: 5
⟨S²⟩: 6.046
LUMO energy (alpha / beta), eV: -3.8368 / -4.4004